Here is one molecule with the formula CClFO2 at a distorted geometry from OMol25. Energies are from the ωB97M-V functional and the def2-TZVPD basis.

XYZ file:
```
5
CClFO2 | OMol25 | the ωB97M-V functional and the def2-TZVPD basis
C 0.21 1.19 -1.08
O -0.62 2.05 -0.96
O 0.47 -1.35 0.95
F -0.78 -1.75 1.52
Cl 0.71 -0.14 -0.42
```

Summary:
LUMO level (spin up / spin down)	-1.331 / -1.332	eV
strongest force on any atom	6.88	eV/Å
charge	0
total energy	-20364.0055	eV
E_HOMO (spin up / spin down)	-10.0 / -10.0	eV